{
  "formula": "C56H154ClCrN15O21",
  "method": "ωB97M-V/def2-TZVPD",
  "elements": ["Cr", "N", "O", "O", "O", "Cl", "O", "O", "O", "O", "C", "C", "C", "O", "C", "N", "H", "H", "H", "H", "H", "H", "H", "H", "H", "H", "H", "C", "C", "C", "O", "C", "N", "H", "H", "H", "H", "H", "H", "H", "H", "H", "H", "H", "C", "C", "C", "O", "C", "N", "H", "H", "H", "H", "H", "H", "H", "H", "H", "H", "H", "C", "C", "C", "O", "C", "N", "H", "H", "H", "H", "H", "H", "H", "H", "H", "H", "H", "C", "C", "C", "O", "C", "N", "H", "H", "H", "H", "H", "H", "H", "H", "H", "H", "H", "C", "C", "C", "O", "C", "N", "H", "H", "H", "H", "H", "H", "H", "H", "H", "H", "H", "C", "C", "C", "O", "C", "N", "H", "H", "H", "H", "H", "H", "H", "H", "H", "H", "H", "C", "C", "C", "O", "C", "N", "H", "H", "H", "H", "H", "H", "H", "H", "H", "H", "H", "C", "C", "C", "O", "C", "N", "H", "H", "H", "H", "H", "H", "H", "H", "H", "H", "H", "C", "C", "C", "O", "C", "N", "H", "H", "H", "H", "H", "H", "H", "H", "H", "H", "H", "C", "C", "C", "O", "C", "N", "H", "H", "H", "H", "H", "H", "H", "H", "H", "H", "H", "C", "C", "C", "O", "C", "N", "H", "H", "H", "H", "H", "H", "H", "H", "H", "H", "H", "C", "C", "C", "O", "C", "N", "H", "H", "H", "H", "H", "H", "H", "H", "H", "H", "H", "C", "C", "C", "O", "C", "N", "H", "H", "H", "H", "H", "H", "H", "H", "H", "H", "H"],
  "coordinates": [[15.876054, 21.932602, 18.213974], [14.007295, 22.337656, 20.042759], [15.204768, 22.855558, 19.968587], [13.228734, 22.774643, 20.830185], [13.815030, 21.376754, 19.321168], [16.918287, 18.214823, 15.871897], [17.069870, 16.802869, 15.658009], [16.427080, 18.795851, 14.620285], [15.989253, 18.515241, 16.984500], [18.247144, 18.737135, 16.201828], [23.195896, 20.161990, 13.457847], [23.368211, 18.655019, 13.510783], [22.079386, 17.867612, 13.770434], [21.695772, 18.050927, 15.150655], [20.748860, 17.010735, 15.387266], [23.970172, 18.233536, 12.250219], [23.106646, 20.570059, 14.497213], [22.265199, 20.403360, 12.930951], [24.136156, 20.554359, 13.054026], [24.009522, 18.527600, 14.416084], [22.362514, 16.864860, 13.542303], [21.314637, 18.213519, 13.057925], [19.842786, 17.192424, 14.800818], [20.539884, 16.951989, 16.466665], [21.192176, 16.051898, 15.074979], [24.828960, 18.715608, 12.029883], [24.136334, 17.224097, 12.402576], [14.001384, 18.488692, 22.395886], [14.512153, 17.543429, 21.348147], [13.613045, 16.371661, 20.976241], [14.398041, 15.447438, 20.267075], [13.870683, 14.146894, 20.254697], [14.906463, 18.373985, 20.147624], [13.819388, 17.987886, 23.333445], [13.076413, 19.013491, 22.108860], [14.892544, 19.071295, 22.613663], [15.442126, 17.096999, 21.671430], [12.771309, 16.742942, 20.379778], [13.269881, 15.847462, 21.891285], [13.312205, 13.852514, 21.103803], [14.635855, 13.440066, 20.085495], [13.179739, 14.114976, 19.383210], [14.143551, 18.931323, 19.823374], [15.018265, 17.784324, 19.350616], [10.201079, 12.310019, 17.532170], [11.606391, 12.612855, 16.864361], [12.323763, 11.349860, 16.465335], [12.829426, 10.675705, 17.614899], [13.814271, 9.719435, 17.341023], [11.474980, 13.537235, 15.819682], [9.545988, 11.740572, 16.883052], [9.672776, 13.213642, 17.745308], [10.283405, 11.809008, 18.494119], [12.290708, 13.105714, 17.589101], [13.219389, 11.645962, 15.814455], [11.612094, 10.653506, 15.910182], [14.138508, 9.374142, 18.297963], [14.620897, 10.117184, 16.785018], [13.434903, 8.826903, 16.734545], [10.577099, 13.566539, 15.375647], [12.242899, 13.682570, 15.189700], [21.399316, 11.077224, 13.563066], [22.335062, 10.770289, 14.685647], [22.619769, 12.049455, 15.557775], [23.433699, 12.927623, 14.736910], [24.098316, 13.885234, 15.505020], [21.770095, 9.665919, 15.496716], [21.690745, 12.009786, 13.063834], [20.444897, 11.261610, 14.033341], [21.376946, 10.302543, 12.802624], [23.302654, 10.455761, 14.302596], [23.153240, 11.788716, 16.481257], [21.656463, 12.463435, 15.800056], [23.357405, 14.574324, 16.004379], [24.636824, 14.520440, 14.846558], [24.691865, 13.478827, 16.306317], [22.023041, 8.761372, 15.083786], [20.778021, 9.637574, 15.304079], [18.430015, 20.308493, 21.320770], [17.833814, 21.154989, 20.226632], [18.875778, 21.946049, 19.504193], [18.264956, 22.918318, 18.635904], [18.686423, 22.878974, 17.258017], [16.877849, 20.514412, 19.339961], [18.727738, 20.920298, 22.145053], [19.253496, 19.718798, 20.936141], [17.666064, 19.642215, 21.648650], [17.194219, 21.859415, 20.747506], [19.490003, 21.287093, 18.899876], [19.554420, 22.558629, 20.151028], [19.531833, 23.490382, 17.035903], [17.944151, 23.420209, 16.727961], [18.840209, 21.821689, 16.993320], [16.202601, 20.047096, 19.952128], [17.368267, 19.767594, 18.826615], [18.484558, 17.594203, 9.600595], [17.331021, 16.706735, 10.139750], [17.691620, 16.089274, 11.517581], [18.904285, 15.391762, 11.643539], [20.011033, 16.054791, 12.124272], [16.138694, 17.535136, 10.346552], [18.295231, 17.768717, 8.575087], [19.401236, 17.078710, 9.698560], [18.536992, 18.472507, 10.253912], [17.110332, 15.850957, 9.468716], [16.891227, 15.462393, 11.828706], [17.536337, 16.897322, 12.278771], [20.923790, 15.916960, 11.527664], [20.175335, 15.799889, 13.187802], [19.718874, 17.095776, 12.115572], [15.938918, 17.938108, 9.394802], [15.317960, 16.960046, 10.615208], [18.324438, 10.879934, 17.773875], [18.000347, 12.365063, 17.918328], [18.921143, 13.295801, 17.061510], [18.584510, 13.083240, 15.701926], [19.092001, 14.085905, 14.853387], [16.564557, 12.630890, 17.737438], [19.416964, 10.688742, 17.853907], [18.009563, 10.448051, 16.802846], [17.796695, 10.400476, 18.633311], [18.306069, 12.686223, 18.887090], [20.006836, 13.197989, 17.370217], [18.733135, 14.349072, 17.380430], [18.700024, 15.092762, 15.008774], [18.744477, 13.766270, 13.878747], [20.181147, 13.988515, 14.878812], [16.194041, 12.566708, 16.778273], [16.443105, 13.587497, 18.023497], [21.906409, 15.384013, 18.862738], [21.244108, 16.464243, 19.639021], [20.096576, 15.807654, 20.372026], [19.028643, 15.506884, 19.494475], [17.978869, 16.483467, 19.346382], [22.175633, 17.038579, 20.646812], [22.298329, 14.774022, 19.672946], [22.697290, 15.744918, 18.207910], [21.139053, 14.834987, 18.326028], [20.953669, 17.167241, 18.873225], [19.810519, 16.400177, 21.236466], [20.349647, 14.837811, 20.813252], [17.533783, 16.304136, 18.361793], [18.334737, 17.469190, 19.371871], [17.247800, 16.344991, 20.173369], [21.970366, 16.697489, 21.548755], [23.136592, 16.861322, 20.458705], [13.419669, 21.721377, 15.880433], [14.819623, 22.098447, 15.492312], [15.095172, 23.560594, 15.787367], [15.188076, 23.636889, 17.261538], [15.370345, 24.963698, 17.848013], [15.832409, 21.259480, 16.243091], [12.873928, 22.407504, 15.250818], [13.206465, 21.917139, 16.952100], [13.147696, 20.657263, 15.760453], [14.922670, 21.907036, 14.428074], [14.248566, 24.117406, 15.445392], [16.002720, 23.799557, 15.321577], [14.374968, 25.398083, 17.996671], [15.934972, 25.694423, 17.252062], [15.769451, 24.934515, 18.829385], [15.682790, 20.275700, 16.123132], [16.831859, 21.397411, 15.878769], [22.437859, 21.591691, 18.092386], [22.290681, 20.143042, 17.603188], [23.285765, 19.164586, 18.229767], [24.609712, 19.473061, 18.003160], [25.466330, 19.058917, 19.015099], [20.930309, 19.613577, 17.724434], [22.680100, 21.545391, 19.180317], [21.464627, 22.047566, 17.966619], [23.247093, 22.129610, 17.600372], [22.538201, 20.079133, 16.535358], [23.050941, 18.236498, 17.744094], [23.190953, 18.947666, 19.304510], [25.178699, 19.344968, 20.018171], [26.496422, 19.349518, 18.784398], [25.439201, 17.982588, 18.996226], [20.845553, 18.904117, 17.007365], [20.795455, 19.137240, 18.601517], [13.531224, 12.227519, 11.356119], [12.879675, 13.593618, 11.593999], [13.761019, 14.439777, 12.539595], [13.887181, 13.922241, 13.936277], [14.750211, 14.774681, 14.696739], [12.712413, 14.369182, 10.334619], [14.386100, 12.333003, 10.691958], [12.877597, 11.482720, 10.871934], [13.846659, 11.956802, 12.326906], [11.836808, 13.486173, 12.022124], [13.432227, 15.473250, 12.595147], [14.767230, 14.236744, 12.142294], [15.770345, 14.637519, 14.370310], [14.679200, 14.525217, 15.760977], [14.488441, 15.875306, 14.603206], [13.590333, 14.698977, 9.917090], [12.213773, 15.198999, 10.503739], [12.188243, 17.898083, 17.867928], [10.799592, 18.017985, 18.611766], [9.969692, 19.087857, 17.809110], [10.541953, 20.350101, 17.870624], [10.426785, 20.969308, 19.108407], [10.031920, 16.812841, 18.656794], [12.976924, 18.685886, 18.044955], [12.000406, 17.971535, 16.762047], [12.636138, 16.936048, 18.018684], [11.037563, 18.261607, 19.667267], [8.864098, 19.146846, 18.063924], [10.021291, 18.802361, 16.738706], [9.507982, 20.747104, 19.598431], [10.574569, 22.059995, 19.077475], [11.211317, 20.714248, 19.747219], [10.303936, 16.142447, 19.397142], [10.160247, 16.367774, 17.746490], [19.269865, 20.832099, 13.698859], [18.374638, 21.772825, 12.863550], [17.027665, 21.215394, 12.429361], [16.464392, 22.197147, 11.556316], [15.445170, 21.550093, 10.828331], [18.091254, 22.971747, 13.567668], [19.113082, 19.787628, 13.344262], [18.842176, 20.848917, 14.669424], [20.295810, 21.220041, 13.649903], [18.877703, 21.884805, 11.850952], [16.429010, 21.137305, 13.376532], [17.037335, 20.256260, 11.917627], [14.574951, 21.342177, 11.425816], [15.846138, 20.603019, 10.352868], [15.044205, 22.138240, 9.995817], [17.485042, 23.566743, 13.008608], [19.056937, 23.420838, 13.715668], [12.612553, 19.150874, 13.931949], [12.096205, 18.105778, 12.890889], [10.859664, 18.615732, 12.175277], [9.697908, 18.858542, 13.073620], [8.523761, 19.047458, 12.289494], [13.107273, 17.891345, 11.841850], [13.291987, 18.709445, 14.677901], [11.805159, 19.668679, 14.447728], [13.045651, 19.912305, 13.313675], [11.869413, 17.113399, 13.369036], [10.595851, 17.900624, 11.383707], [11.110681, 19.544929, 11.670863], [8.558335, 19.899350, 11.677814], [7.775518, 19.263131, 13.033952], [8.179230, 18.176880, 11.805869], [13.309972, 18.752032, 11.381173], [14.029961, 17.671044, 12.234019]],
  "atomic_forces_ev_per_a": [[-0.22, 0.53, 0.45], [1.75, 0.87, 1.07], [-0.05, 0.10, -0.24], [-1.01, 0.44, 0.59], [-0.81, -1.53, -1.37], [1.09, -0.42, -0.36], [-0.54, -0.29, 0.47], [0.05, 0.21, 1.08], [0.66, -0.35, -1.08], [-1.21, 0.44, 0.01], [-0.39, 0.12, 1.26], [0.41, 1.21, 0.99], [1.20, 2.26, 0.20], [-0.06, -0.99, -1.46], [0.20, -0.17, 0.53], [-0.80, -1.73, 0.66], [-0.03, -0.27, -0.83], [0.56, 0.35, -0.35], [-0.54, 0.41, -0.27], [-0.08, -0.58, -0.54], [-0.30, -1.23, 0.15], [-0.06, -0.17, 0.38], [-0.07, -0.06, 0.36], [-0.17, 0.12, -0.40], [-0.17, 0.13, 0.21], [0.12, -0.09, 0.21], [0.43, 0.74, -0.81], [0.21, -0.39, 0.30], [0.01, 0.30, -1.69], [0.20, 0.02, 0.73], [0.60, 0.17, 0.35], [-1.13, 0.75, -2.38], [0.06, -0.49, 1.06], [-0.34, -0.46, 0.30], [0.64, 0.22, 0.01], [-0.47, 1.05, -0.05], [0.29, -0.17, 0.36], [-0.23, -0.20, 0.04], [-0.22, 0.52, -0.21], [-0.50, 0.05, 1.31], [1.04, -0.66, -0.23], [0.14, -0.44, 0.42], [-0.90, 0.74, 0.33], [0.67, -0.88, -0.59], [1.42, 0.20, -0.21], [-0.38, -0.42, 2.18], [0.81, -1.12, -0.88], [-0.56, 0.49, -0.26], [-1.54, -1.36, -0.60], [-1.03, 1.30, -0.96], [0.11, -0.35, -0.30], [-0.21, 0.94, 0.04], [0.28, -0.31, -0.13], [-0.50, -0.51, 0.25], [-1.18, -0.47, 0.46], [0.91, 0.72, 0.25], [0.43, -0.36, 0.52], [1.10, 0.69, -0.54], [0.13, 0.97, 0.73], [-0.09, -0.13, -0.31], [0.25, -0.22, -0.25], [0.40, 1.24, -0.54], [0.69, -0.05, 0.92], [0.69, -1.26, -1.42], [-0.71, -0.92, 0.66], [-1.97, 1.09, 0.74], [0.18, -0.44, -0.28], [-0.04, -0.11, -0.01], [-0.71, -0.07, -0.25], [-0.25, -0.23, 0.11], [0.19, -0.07, 0.00], [-0.07, -0.06, -0.19], [-0.43, 0.72, 0.26], [0.39, -0.50, -0.24], [0.88, 0.31, -0.57], [0.58, -0.40, 0.17], [0.50, 0.45, 0.27], [-0.42, 0.37, 0.40], [0.06, -0.47, -1.03], [-0.46, 1.76, 1.33], [0.90, 1.24, -0.66], [-0.37, -0.05, -0.42], [-0.20, -0.67, 1.28], [0.98, -1.22, -0.49], [0.42, 0.33, 0.47], [0.39, -0.22, 0.13], [-0.54, -0.70, 0.50], [0.01, 0.53, 0.22], [0.28, -0.28, -0.12], [-0.57, -0.93, 0.01], [1.35, 0.10, 0.37], [-1.20, -0.15, -0.81], [-0.03, 0.43, -0.52], [-0.18, -0.49, -0.38], [-0.53, 0.09, -0.04], [-1.59, -0.72, 1.59], [0.90, -0.71, 0.70], [-0.25, 1.76, 0.59], [-1.09, -1.54, -1.19], [-0.08, 1.12, 0.96], [-0.63, 0.22, -1.35], [-0.03, 0.80, -1.06], [1.06, -0.67, -0.06], [-0.09, 0.18, -0.52], [0.35, 0.41, -0.04], [-0.67, -1.24, -0.05], [0.85, -0.09, -0.37], [-0.34, -0.20, 0.05], [0.21, -0.15, -0.59], [0.61, 0.70, 0.09], [-0.17, -0.43, 1.40], [0.67, 0.40, -0.41], [0.04, -0.23, 0.40], [0.86, 0.37, -1.92], [-0.72, 0.20, 0.74], [0.32, 0.32, 0.98], [-0.03, -1.14, -0.66], [0.19, -0.05, 0.17], [-0.62, 0.18, 0.10], [-0.10, 0.30, 0.56], [0.42, -0.13, -0.88], [-0.30, 0.01, 1.25], [-0.70, -0.59, -0.85], [-0.32, -0.45, -0.45], [0.15, 0.03, 0.54], [0.17, 0.18, -0.50], [0.14, 0.65, -0.15], [0.85, -0.12, 0.48], [-0.44, 0.40, 0.06], [0.39, -0.74, 0.24], [1.11, -0.22, 0.78], [-1.06, 0.13, -0.01], [-0.36, 0.37, -0.10], [-0.33, -2.01, 0.51], [-1.13, 0.89, -1.24], [0.51, -0.72, -0.44], [0.05, -0.09, -0.08], [0.17, -0.14, -0.36], [-0.71, 0.84, 0.37], [-0.53, 0.52, 0.09], [0.60, 0.05, -0.22], [-0.14, 0.01, 0.29], [0.77, 1.57, 0.03], [0.19, 0.11, -0.62], [-0.24, -0.41, 1.12], [0.64, -0.24, -0.33], [-0.17, -0.29, 1.20], [1.02, -1.26, 0.69], [-0.84, -1.58, 1.70], [0.64, 1.13, -0.71], [-1.46, 0.59, -0.94], [1.79, 1.52, -0.77], [-1.13, -0.26, -0.04], [0.10, 0.20, -0.59], [0.27, 0.74, -0.38], [0.20, 0.20, -0.25], [-0.32, 0.79, -0.16], [1.43, 0.94, -0.43], [-0.02, -0.09, -0.26], [0.11, -0.75, -0.28], [0.72, -0.76, 0.71], [-0.55, -0.51, -0.08], [-1.81, -0.04, 0.21], [0.09, -1.09, 1.04], [0.90, -0.01, -0.13], [-0.68, -0.48, 0.64], [0.93, 1.80, -0.79], [0.56, -0.85, -0.45], [0.14, 0.34, -0.32], [-0.24, 0.31, -0.56], [0.03, 0.52, -0.11], [-0.17, 0.00, -0.08], [-0.20, 0.29, 0.12], [-0.09, -1.04, -0.41], [-0.76, 0.59, 0.00], [-0.19, 0.58, 0.28], [-0.32, 0.24, 0.06], [0.31, -0.92, 0.31], [-0.37, 0.10, -0.07], [0.05, -0.01, 0.44], [-0.91, 0.79, -0.97], [-0.96, 0.78, -0.06], [0.68, -1.93, 1.41], [-0.68, 0.85, -1.02], [-0.62, 0.78, -0.18], [0.88, -1.29, -0.19], [0.27, 0.15, 0.07], [0.06, 0.38, 0.49], [0.50, -1.05, 0.93], [1.11, -0.02, -0.36], [0.20, 0.12, -0.26], [0.09, 1.06, -0.20], [0.49, 0.08, -0.08], [-0.11, -0.16, -0.24], [0.16, -1.11, -0.04], [-0.13, -0.56, 0.39], [-0.91, 1.20, 0.39], [-0.28, 1.02, -1.12], [1.12, 1.13, -0.05], [-0.57, -0.70, 0.29], [0.30, 0.91, -0.86], [0.13, 1.28, -0.07], [-0.10, -1.37, -0.34], [-1.10, -0.59, 0.21], [0.07, -0.17, 0.81], [0.31, -0.62, 0.33], [-0.48, 0.57, -0.52], [1.18, -0.35, 0.20], [-0.10, -0.05, 0.50], [-1.04, -0.16, 0.32], [-0.44, -0.21, -0.73], [1.41, -1.00, 1.24], [0.01, 0.70, -0.81], [-0.31, -0.41, 0.37], [-1.25, 0.04, -1.47], [0.44, -2.01, -2.39], [-0.06, 0.45, 1.58], [-0.47, -0.61, -0.22], [0.21, -0.54, -1.58], [2.30, 1.71, 1.01], [0.71, 0.64, 0.09], [0.15, -0.06, 1.30], [-0.22, -0.54, 0.28], [-0.10, 0.47, 0.93], [0.06, -0.26, -0.87], [0.36, -0.22, 0.15], [-0.34, -0.46, 0.68], [-0.54, 0.78, 0.64], [0.54, 0.46, 0.20], [0.43, 0.17, -0.01], [-2.24, -0.22, -0.18], [-1.06, -1.01, -0.24], [0.26, -0.02, 1.07], [-1.30, -0.15, 0.67], [1.82, -0.62, -1.76], [0.09, 0.08, 2.67], [0.42, -1.01, 0.32], [0.04, 0.27, -0.49], [-0.29, -0.36, 0.18], [0.88, 0.55, -0.05], [0.18, 0.88, -0.34], [-0.18, 0.00, 0.24], [0.01, 0.45, -0.09], [0.39, 1.08, -1.27], [-0.51, 0.16, 0.30], [0.01, -1.18, -1.01], [-0.17, 0.89, -0.51], [-0.53, -0.13, 0.26]],
  "lowdin_spin": [3.764, 0.009, 0.010, 0.011, 0.042, 0.000, 0.000, 0.000, 0.002, 0.000, 0.000, 0.000, 0.000, 0.000, 0.000, 0.000, 0.000, 0.000, 0.000, 0.000, 0.000, 0.000, 0.000, 0.000, 0.000, 0.000, 0.000, 0.000, 0.000, 0.000, 0.000, 0.000, 0.001, 0.000, 0.000, 0.000, 0.000, 0.000, 0.000, 0.000, 0.000, 0.000, 0.000, 0.000, 0.000, 0.000, 0.000, 0.000, 0.000, 0.000, 0.000, 0.000, 0.000, 0.000, 0.000, 0.000, 0.000, 0.000, 0.000, 0.000, 0.000, 0.000, 0.000, 0.000, 0.000, 0.000, 0.000, 0.000, 0.000, 0.000, 0.000, 0.000, 0.000, 0.000, 0.000, 0.000, 0.000, 0.000, 0.000, 0.005, 0.002, 0.039, 0.009, 0.014, 0.000, 0.000, 0.000, 0.001, 0.000, 0.000, 0.001, 0.003, 0.001, 0.005, 0.005, 0.000, 0.000, 0.000, 0.000, 0.000, 0.000, 0.000, 0.000, 0.000, 0.000, 0.000, 0.000, 0.000, 0.000, 0.000, 0.000, 0.000, 0.000, 0.000, 0.000, 0.000, 0.000, 0.000, 0.000, 0.000, 0.000, 0.000, 0.000, 0.000, 0.000, 0.000, 0.000, 0.000, 0.000, 0.000, 0.000, 0.000, 0.000, 0.000, 0.000, 0.000, 0.000, 0.000, 0.000, 0.000, 0.000, 0.000, 0.000, 0.000, 0.000, 0.000, 0.004, 0.004, 0.004, 0.026, 0.003, 0.017, 0.000, 0.002, 0.000, -0.001, 0.000, 0.000, 0.000, 0.000, 0.000, 0.005, 0.008, 0.000, 0.000, 0.000, 0.000, 0.000, 0.000, 0.000, 0.000, 0.000, 0.000, 0.000, 0.000, 0.000, 0.000, 0.000, 0.000, 0.000, 0.000, 0.000, 0.000, 0.000, 0.000, 0.000, 0.000, 0.000, 0.000, 0.000, 0.000, 0.000, 0.000, 0.000, 0.000, 0.000, 0.000, 0.000, 0.000, 0.000, 0.000, 0.000, 0.000, 0.000, 0.000, 0.000, 0.000, 0.000, 0.000, 0.000, 0.000, 0.000, 0.000, 0.000, 0.000, 0.000, 0.000, 0.000, 0.000, 0.000, 0.000, 0.000, 0.000, 0.000, 0.000, 0.000, 0.000, 0.000, 0.000, 0.000, 0.000, 0.000, 0.000, 0.000, 0.000, 0.000, 0.000, 0.000, 0.000, 0.000, 0.000, 0.000, 0.000, 0.000, 0.000, 0.000, 0.000, 0.000],
  "multiplicity": 5,
  "homo_energy_ev": [-8.272, -8.321],
  "e_tot_ha": -6131.40624,
  "s_squared": 6.0102
}